Computed, not measured: a molecular structure, C37H60F42N11O31S14, with wB97M-V/def2-TZVPD.

Last column: Mulliken charge in e.
Positions of all 195 atoms, in Å:
C 8.354 6.751 -2.509  -0.90
N 9.259 5.721 -3.231  -0.21
C 10.466 6.530 -3.730  -0.86
C 9.838 4.659 -2.254  -0.89
C 8.434 5.150 -4.370  -0.38
C 7.235 4.196 -4.086  -0.69
O 7.560 2.966 -3.517  -0.49
H 7.721 7.351 -3.163  0.37
H 9.015 7.463 -2.015  0.38
H 7.770 6.211 -1.764  0.42
H 11.195 6.958 -3.042  0.34
H 9.981 7.321 -4.302  0.43
H 10.946 5.884 -4.465  0.40
H 8.999 4.056 -1.907  0.36
H 10.279 5.232 -1.438  0.43
H 10.534 4.164 -2.932  0.36
H 9.123 4.551 -4.965  0.33
H 8.163 6.043 -4.933  0.46
H 6.688 4.092 -5.023  0.45
H 6.555 4.714 -3.409  0.33
H 7.627 2.293 -4.198  0.34
C 2.856 -2.076 8.395  -0.87
N 2.776 -2.480 9.826  -0.07
C 3.805 -1.698 10.680  -0.83
C 1.373 -2.276 10.415  -0.88
C 3.124 -3.991 9.964  -0.60
C 4.562 -4.571 9.990  -0.67
O 5.305 -4.328 8.740  -0.50
H 3.824 -2.316 7.954  0.30
H 2.556 -1.030 8.446  0.48
H 2.086 -2.539 7.777  0.36
H 3.795 -0.662 10.343  0.38
H 4.808 -1.989 10.367  0.37
H 3.593 -1.920 11.726  0.35
H 1.351 -1.188 10.351  0.46
H 1.144 -2.563 11.442  0.36
H 0.693 -2.623 9.636  0.36
H 2.525 -4.680 9.369  0.47
H 2.702 -4.054 10.967  0.39
H 4.523 -5.654 10.102  0.40
H 5.205 -4.323 10.834  0.43
H 6.222 -4.558 8.906  0.31
C -0.395 -1.617 -0.674  -0.90
N 1.022 -1.010 -0.753  -0.02
C 1.973 -1.901 0.099  -0.89
C 1.476 -1.057 -2.237  -0.94
C 1.082 0.489 -0.298  -0.33
C 0.054 0.856 0.805  -0.84
O 0.166 0.055 1.936  -0.47
H -1.033 -0.990 -1.297  0.43
H -0.992 -1.654 0.237  0.33
H -0.345 -2.630 -1.074  0.41
H 1.656 -1.646 1.110  0.31
H 2.960 -1.520 -0.165  0.39
H 1.817 -2.915 -0.269  0.44
H 0.754 -0.516 -2.849  0.42
H 1.468 -2.135 -2.397  0.42
H 2.501 -0.696 -2.323  0.38
H 0.948 1.185 -1.127  0.40
H 1.923 0.677 0.369  0.24
H -0.957 0.867 0.398  0.42
H 0.105 1.932 0.967  0.51
H -0.380 0.496 2.591  0.29
C -8.667 2.508 -2.996  -1.40
C -9.785 1.504 -2.937  -0.30
C -11.242 2.236 -3.065  -0.70
N -12.466 1.310 -2.810  0.20
C -12.495 1.092 -1.311  -1.10
C -13.833 1.880 -3.424  -0.56
C -14.390 0.796 -4.401  -0.63
C -13.885 -0.460 -3.704  -0.59
C -12.430 -0.048 -3.433  -0.69
H -7.712 2.006 -2.843  0.39
H -8.837 3.310 -2.278  0.34
H -8.561 2.988 -3.968  0.35
H -9.557 1.021 -1.987  0.29
H -9.748 0.700 -3.671  0.43
H -11.326 2.376 -4.143  0.45
H -11.426 3.036 -2.347  0.42
H -12.599 2.034 -0.772  0.39
H -11.560 0.582 -1.079  0.45
H -13.305 0.456 -0.954  0.37
H -14.417 2.013 -2.513  0.31
H -13.633 2.917 -3.696  0.44
H -15.477 0.795 -4.476  0.36
H -14.040 0.958 -5.421  0.33
H -14.537 -0.720 -2.870  0.31
H -14.071 -1.272 -4.406  0.37
H -11.906 -0.800 -2.844  0.30
H -11.972 0.090 -4.413  0.48
C -6.232 -7.163 0.610  0.75
F -6.238 -8.256 -0.066  -0.21
F -5.065 -6.642 0.689  -0.24
F -6.967 -6.273 0.093  -0.23
S -6.886 -7.637 2.443  1.04
O -7.031 -9.109 2.390  -0.71
O -6.038 -7.023 3.424  -0.55
N -8.613 -7.412 2.572  -0.44
S -8.739 -5.766 2.719  0.89
O -7.588 -4.970 2.395  -0.56
O -9.963 -5.190 2.132  -0.65
C -8.879 -5.665 4.668  0.66
F -7.747 -6.029 5.333  -0.23
F -9.195 -4.441 5.090  -0.25
F -9.817 -6.404 5.229  -0.27
C -1.281 7.850 -6.031  0.64
F -1.392 8.991 -6.671  -0.21
F -2.233 7.638 -5.122  -0.20
F -1.252 6.903 -7.018  -0.22
S 0.363 7.701 -5.009  0.95
O 0.175 6.466 -4.193  -0.57
O 1.488 7.590 -6.003  -0.64
N 0.361 9.204 -4.100  -0.44
S 0.360 8.734 -2.649  1.05
O -0.958 8.238 -2.281  -0.63
O 1.477 7.901 -2.229  -0.63
C 0.523 10.467 -1.641  0.55
F -0.483 11.245 -2.020  -0.21
F 0.351 10.281 -0.307  -0.22
F 1.736 11.120 -1.794  -0.23
C 8.097 4.622 6.417  0.67
F 7.529 5.726 6.961  -0.24
F 9.054 4.086 7.179  -0.21
F 7.099 3.783 6.280  -0.22
S 8.725 5.077 4.582  0.99
O 8.007 4.159 3.710  -0.67
O 8.417 6.456 4.412  -0.56
N 10.479 4.790 4.609  -0.49
S 11.133 6.116 5.018  1.08
O 10.995 7.283 4.153  -0.64
O 10.824 6.333 6.451  -0.67
C 13.048 5.691 4.804  0.65
F 13.628 5.167 5.887  -0.25
F 13.237 4.803 3.919  -0.23
F 13.605 6.857 4.481  -0.22
C -1.434 5.496 6.206  0.69
F -2.185 5.712 5.096  -0.23
F -0.236 5.229 5.785  -0.23
F -1.380 6.597 6.910  -0.23
S -2.061 4.058 7.320  0.91
O -0.889 3.596 8.117  -0.66
O -2.955 4.683 8.275  -0.56
N -2.667 3.012 6.083  -0.33
S -4.127 2.970 6.311  1.01
O -4.502 2.272 7.579  -0.66
O -4.872 4.234 6.117  -0.63
C -4.709 1.859 4.796  0.58
F -3.874 0.807 4.565  -0.23
F -5.901 1.386 4.996  -0.20
F -4.794 2.651 3.640  -0.25
C -9.046 -3.520 -9.003  0.60
F -8.865 -3.700 -10.314  -0.23
F -9.678 -2.470 -8.743  -0.21
F -9.775 -4.556 -8.498  -0.24
S -7.292 -3.482 -8.036  0.95
O -7.775 -3.171 -6.672  -0.61
O -6.812 -4.821 -8.242  -0.59
N -6.432 -2.161 -8.775  -0.42
S -5.033 -2.376 -8.122  1.05
O -5.055 -2.642 -6.710  -0.61
O -4.270 -3.326 -8.953  -0.63
C -4.263 -0.557 -8.292  0.58
F -4.715 0.216 -7.215  -0.23
F -2.934 -0.673 -8.088  -0.21
F -4.517 -0.106 -9.515  -0.20
C 1.438 -9.749 4.176  0.68
F 2.037 -8.490 4.157  -0.24
F 2.201 -10.614 4.821  -0.25
F 0.347 -9.558 4.931  -0.23
S 1.128 -10.501 2.410  0.99
O -0.045 -11.401 2.464  -0.64
O 0.916 -9.323 1.610  -0.54
N 2.578 -11.377 2.131  -0.49
S 3.327 -10.463 1.161  1.15
O 2.728 -10.335 -0.166  -0.68
O 3.769 -9.185 1.695  -0.64
C 4.919 -11.382 0.711  0.56
F 5.820 -10.427 0.422  -0.23
F 5.404 -11.912 1.832  -0.25
F 4.839 -12.250 -0.253  -0.20
C 9.902 -3.444 -6.020  0.69
F 10.150 -2.948 -7.198  -0.20
F 10.612 -4.467 -5.611  -0.23
F 10.324 -2.473 -5.237  -0.27
S 7.990 -3.700 -5.554  0.91
O 7.564 -5.120 -5.880  -0.56
O 7.935 -3.397 -4.150  -0.62
N 7.235 -2.432 -6.484  -0.36
S 6.675 -3.140 -7.645  0.98
O 7.621 -3.985 -8.430  -0.63
O 5.371 -3.799 -7.325  -0.64
C 6.436 -1.509 -8.788  0.61
F 7.643 -1.113 -9.189  -0.23
F 5.769 -1.801 -9.909  -0.22
F 5.801 -0.588 -8.085  -0.22

Summary:
energy: -14148.79912 Ha
multiplicity: 1
HOMO energy: -0.165 Ha
total charge: -3
LUMO energy: 1.68 eV
molecular weight: 2401.79 g/mol